{"formula": "C4H33NO11S2", "method": "wB97M-V/def2-TZVPD", "elements": ["S", "S", "C", "C", "C", "N", "C", "H", "H", "H", "H", "H", "H", "H", "H", "H", "H", "H", "H", "H", "O", "H", "H", "O", "H", "H", "O", "H", "H", "O", "H", "H", "O", "H", "H", "O", "H", "H", "O", "H", "H", "O", "H", "H", "O", "H", "H", "O", "H", "H", "O"], "positions_angstrom": [[2.811, -4.041, 0.970], [2.385, -2.049, 1.102], [1.874, -1.630, -0.627], [0.678, -2.375, -1.016], [-0.497, -2.580, -0.047], [-1.002, -1.342, 0.520], [-1.986, -1.490, 1.541], [1.583, -4.568, 0.767], [2.655, -1.671, -1.331], [1.411, -0.591, -0.711], [1.038, -3.291, -1.396], [0.224, -1.823, -1.882], [-1.417, -3.098, -0.532], [-0.252, -3.351, 0.812], [-0.166, -0.929, 0.990], [-3.024, -1.887, 1.223], [-2.365, -0.552, 2.019], [-1.806, -2.230, 2.385], [-3.355, -1.969, -2.104], [-4.781, -2.292, -2.089], [-4.277, -1.571, -2.065], [4.443, 0.308, 1.490], [4.214, 1.500, 0.656], [4.546, 1.171, 1.499], [-3.638, -0.328, -0.918], [-2.163, 0.275, -0.500], [-3.138, 0.476, -0.578], [0.576, 5.075, 2.861], [1.341, 4.236, 1.957], [0.499, 4.638, 1.893], [2.713, 2.279, 3.478], [2.628, 2.093, 1.951], [2.236, 2.607, 2.727], [-4.793, 1.728, 1.967], [-3.778, 1.074, 0.897], [-3.966, 1.292, 1.911], [-1.710, 3.821, -1.477], [-3.057, 3.982, -0.887], [-2.638, 4.185, -1.769], [2.193, 2.775, 0.473], [2.045, 2.004, -0.680], [2.341, 1.865, 0.132], [-2.864, 0.583, -5.111], [-3.165, -0.757, -4.581], [-2.430, -0.209, -4.887], [-1.354, 0.838, -2.463], [-0.565, 1.199, -3.743], [-0.472, 0.991, -2.796], [-0.042, 1.876, -0.157], [-0.107, 3.054, 1.038], [-0.100, 2.794, 0.147]], "atomic_forces_ev_per_a": [[0.157, -0.237, -0.269], [-0.128, 0.657, -0.560], [-1.486, 2.716, 1.941], [-2.444, -0.456, -1.698], [-1.207, -2.364, 1.149], [1.913, 0.935, 0.319], [-3.635, -1.118, 1.999], [0.050, 0.204, 0.195], [1.038, -0.330, -0.705], [1.579, -0.513, 1.067], [-0.259, -1.588, -0.439], [0.461, -0.508, 0.391], [1.655, 0.766, 0.216], [-0.094, 1.343, -1.318], [-0.920, -0.074, -0.460], [1.634, 0.397, -0.560], [1.058, -0.374, -0.500], [0.680, 0.753, -0.819], [-1.438, 0.894, 0.018], [-3.707, -4.521, -0.031], [5.249, 3.390, -0.148], [-0.788, -6.692, -0.110], [-0.062, -0.165, 0.032], [1.075, 6.627, 0.227], [1.057, 1.266, 0.566], [-1.536, -0.388, 0.133], [0.426, -0.731, -0.648], [-0.945, -1.262, -3.260], [1.754, -1.233, -0.220], [-0.859, 2.744, 3.793], [0.424, -0.134, 0.501], [-0.503, 0.547, 2.054], [0.317, -0.648, -1.904], [-1.211, 0.645, -0.086], [-0.534, 0.592, 2.592], [1.776, -1.244, -2.429], [-2.080, 1.056, -1.184], [0.024, 0.472, -1.397], [2.180, -1.626, 2.668], [-0.049, -0.731, -0.099], [-2.124, 0.392, -6.124], [2.379, 0.373, 5.178], [-0.713, 1.720, -0.541], [0.197, -0.086, 0.055], [0.412, -1.567, 0.509], [-0.540, 0.052, -0.190], [-0.160, -0.272, 0.648], [0.732, 0.188, -0.245], [-0.150, 0.420, 1.293], [-0.146, -0.312, 2.246], [-0.504, 0.026, -3.845]], "nbo_charge": [-0.1240, 0.0686, -0.5270, -0.4485, -0.2020, -0.6704, -0.4572, 0.1189, 0.2319, 0.2392, 0.2146, 0.2258, 0.1847, 0.1636, 0.3681, 0.1904, 0.2560, 0.1744, 0.4790, 0.4711, -0.9281, 0.4593, 0.4873, -0.9466, 0.5078, 0.4982, -1.0001, 0.4748, 0.4771, -0.9475, 0.4858, 0.5014, -0.9981, 0.4614, 0.5070, -1.0051, 0.4867, 0.4673, -0.9552, 0.4876, 0.4772, -0.9485, 0.4689, 0.4728, -0.9412, 0.4811, 0.4872, -0.9686, 0.4871, 0.5125, -1.0066], "mol_weight_g_mol": 335.438, "smiles": "CNCCCSS.O.O.O.O.O.O.O.O.O.O.O", "e_tot_ev": -50364.20732, "homo_ev": -9.33, "relative_energy_kcal_mol": 51.2, "gap_ev": 9.202}